[1]
The following is a quantum chemistry calculation of C5H8N2 in the gas phase at a distorted geometry, from OMol25.

Calculated values
Total charge: 0
Lowest unoccupied orbital energy, eV: 1.0
Multiplicity: 1
Frontier orbital gap, Eh: 0.35893
HOMO level, hartree: -0.3209
ΔE to the lowest compared entry with this formula, charge and spin, kJ/mol: 312.2
Energy, eV: -8291.761

Atoms and positions in Å:
C 0.89 -0.29 -1.45
C 0.33 -1.35 -0.51
C -0.93 -0.81 0.23
C -1.01 -0.23 1.66
C 1.05 0.95 -0.67
H 0.15 -0.06 -2.18
H 1.92 -0.51 -1.84
H 0.02 -2.25 -1.07
H 1.25 -1.57 0.16
H -1.88 -0.98 -0.40
H -2.03 -0.20 2.18
H -0.19 -0.53 2.30
H 1.85 1.69 -0.97
N -0.82 0.67 0.55
N 0.39 1.44 0.34

Here are the Mulliken charges for atoms 1 to 8, given in e: number 1, C, carries -0.48; number 2, C, carries -0.67; number 3, C, carries -0.06; number 4, C, carries -0.28; number 5, C, carries -0.03; number 6, H, carries 0.30; number 7, H, carries 0.28; number 8, H, carries 0.29



[2]
The following is a quantum chemistry calculation of C5H8N2 in the gas phase, from OMol25.

Calculated values
Total charge: 0
Lowest unoccupied orbital energy, eV: 0.9
Multiplicity: 1
Frontier orbital gap, Eh: 0.35322
HOMO level, hartree: -0.3209
ΔE to the lowest compared entry with this formula, charge and spin, kJ/mol: 16.9
Energy, eV: -8294.822

Atoms and positions in Å:
C -2.06 0.39 0.15
C -1.00 -0.58 -0.36
N 0.35 -0.14 -0.07
C 1.44 -0.98 0.03
C 2.53 -0.16 0.18
N 2.14 1.15 0.18
C 0.84 1.13 0.02
H -3.05 0.03 -0.13
H -2.01 0.48 1.24
H -1.93 1.39 -0.30
H -1.11 -0.72 -1.45
H -1.14 -1.55 0.11
H 1.33 -2.06 -0.01
H 3.56 -0.45 0.31
H 0.21 2.00 -0.03

Here are the Mulliken charges for atoms 1 to 8, given in e: number 1, C, carries -1.20; number 2, C, carries -0.24; number 3, N, carries 0.17; number 4, C, carries -0.24; number 5, C, carries -0.45; number 6, N, carries -0.63; number 7, C, carries 0.01; number 8, H, carries 0.37



[3]
The following is a quantum chemistry calculation of C5H8N2 in the gas phase, from OMol25.

Calculated values
Total charge: 0
Lowest unoccupied orbital energy, eV: 0.3
Multiplicity: 1
Frontier orbital gap, Eh: 0.27272
HOMO level, hartree: -0.2602
ΔE to the lowest compared entry with this formula, charge and spin, kJ/mol: 362.0
Energy, eV: -8291.244

Atoms and positions in Å:
C 2.40 0.18 0.02
N 0.99 -0.12 0.02
C 0.43 -1.35 0.35
C -0.95 -1.33 0.34
C -1.16 0.02 -0.01
N -2.59 0.36 -0.14
C -0.02 0.78 -0.21
H 2.95 -0.72 -0.27
H 2.62 0.96 -0.72
H 2.76 0.51 1.00
H 1.13 -2.16 0.56
H -2.91 -0.61 0.09
H -2.89 0.63 -1.08
H -2.95 1.04 0.53
H 0.18 1.81 -0.48

Here are the Mulliken charges for atoms 1 to 8, given in e: number 1, C, carries -0.87; number 2, N, carries 0.23; number 3, C, carries -0.33; number 4, C, carries -1.19; number 5, C, carries 0.53; number 6, N, carries -0.22; number 7, C, carries -0.88; number 8, H, carries 0.31



[4]
The following is a quantum chemistry calculation of C5H8N2 in the gas phase at a distorted geometry, from OMol25.

Calculated values
Total charge: 0
Lowest unoccupied orbital energy, eV: 0.9
Multiplicity: 1
Frontier orbital gap, Eh: 0.38050
HOMO level, hartree: -0.3468
ΔE to the lowest compared entry with this formula, charge and spin, kJ/mol: 141.9
Energy, eV: -8293.526

Atoms and positions in Å:
C 1.29 -0.46 -0.77
C 0.61 0.30 0.36
C -0.26 1.48 -0.12
N -1.50 0.73 0.14
C -0.74 -0.32 0.85
C -0.95 -1.73 0.55
N -1.04 -2.88 0.37
H 0.72 -0.37 -1.70
H 2.30 -0.07 -0.95
H 1.39 -1.53 -0.54
H 1.31 0.51 1.18
H -0.07 1.79 -1.16
H -0.22 2.37 0.52
H -2.03 0.43 -0.67
H -0.90 -0.20 1.92

Here are the Mulliken charges for atoms 1 to 8, given in e: number 1, C, carries -1.49; number 2, C, carries 0.32; number 3, C, carries -0.72; number 4, N, carries -0.48; number 5, C, carries 0.18; number 6, C, carries 0.01; number 7, N, carries -0.45; number 8, H, carries 0.35



[5]
The following is a quantum chemistry calculation of C5H8N2 in the gas phase at a distorted geometry, from OMol25.

Calculated values
Total charge: 0
Lowest unoccupied orbital energy, eV: 0.9
Multiplicity: 1
Frontier orbital gap, Eh: 0.35700
HOMO level, hartree: -0.3236
ΔE to the lowest compared entry with this formula, charge and spin, kJ/mol: 480.5
Energy, eV: -8290.017

Atoms and positions in Å:
C -0.59 -0.53 0.48
C -0.43 0.84 0.66
C 0.47 1.51 -0.09
C 1.39 0.36 -0.55
C 0.66 -1.00 -0.36
H -1.61 0.22 -1.22
H -2.71 -0.39 -0.02
H -0.74 -1.39 1.30
H -1.33 1.31 1.08
H 0.75 2.74 -0.31
H 1.80 0.45 -1.54
H 1.58 -0.70 1.41
H 0.60 -2.01 -0.77
N -1.83 -0.60 -0.46
N 1.99 -0.84 0.38

Here are the Mulliken charges for atoms 1 to 8, given in e: number 1, C, carries 0.16; number 2, C, carries -0.83; number 3, C, carries -0.16; number 4, C, carries -0.10; number 5, C, carries -0.47; number 6, H, carries 0.34; number 7, H, carries 0.25; number 8, H, carries 0.30



[6]
The following is a quantum chemistry calculation of C5H8N2 in the gas phase, from OMol25.

Calculated values
Total charge: 0
Lowest unoccupied orbital energy, eV: 1.0
Multiplicity: 1
Frontier orbital gap, Eh: 0.36669
HOMO level, hartree: -0.3283
ΔE to the lowest compared entry with this formula, charge and spin, kJ/mol: 49.2
Energy, eV: -8294.487

Atoms and positions in Å:
C -1.50 -1.77 -0.83
N -0.45 -0.85 -0.46
C 0.87 -0.89 -0.77
C 1.46 0.16 -0.10
C 0.40 0.80 0.58
C 0.39 2.14 1.27
N -0.74 0.16 0.37
H -1.19 -2.37 -1.69
H -2.39 -1.20 -1.08
H -1.72 -2.44 0.01
H 1.27 -1.63 -1.46
H 2.51 0.44 -0.12
H 0.03 2.90 0.57
H 1.38 2.46 1.63
H -0.32 2.11 2.09

Here are the Mulliken charges for atoms 1 to 8, given in e: number 1, C, carries -0.74; number 2, N, carries 0.69; number 3, C, carries -0.21; number 4, C, carries -0.78; number 5, C, carries 0.63; number 6, C, carries -1.03; number 7, N, carries -0.97; number 8, H, carries 0.29



Please write out number 2 again, unchanged.
The following is a quantum chemistry calculation of C5H8N2 in the gas phase, from OMol25.

Calculated values
Total charge: 0
Lowest unoccupied orbital energy, eV: 0.9
Multiplicity: 1
Frontier orbital gap, Eh: 0.35322
HOMO level, hartree: -0.3209
ΔE to the lowest compared entry with this formula, charge and spin, kJ/mol: 16.9
Energy, eV: -8294.822

Atoms and positions in Å:
C -2.06 0.39 0.15
C -1.00 -0.58 -0.36
N 0.35 -0.14 -0.07
C 1.44 -0.98 0.03
C 2.53 -0.16 0.18
N 2.14 1.15 0.18
C 0.84 1.13 0.02
H -3.05 0.03 -0.13
H -2.01 0.48 1.24
H -1.93 1.39 -0.30
H -1.11 -0.72 -1.45
H -1.14 -1.55 0.11
H 1.33 -2.06 -0.01
H 3.56 -0.45 0.31
H 0.21 2.00 -0.03

Here are the Mulliken charges for atoms 1 to 8, given in e: number 1, C, carries -1.20; number 2, C, carries -0.24; number 3, N, carries 0.17; number 4, C, carries -0.24; number 5, C, carries -0.45; number 6, N, carries -0.63; number 7, C, carries 0.01; number 8, H, carries 0.37



What did the fourth record say?
The following is a quantum chemistry calculation of C5H8N2 in the gas phase at a distorted geometry, from OMol25.

Calculated values
Total charge: 0
Lowest unoccupied orbital energy, eV: 0.9
Multiplicity: 1
Frontier orbital gap, Eh: 0.38050
HOMO level, hartree: -0.3468
ΔE to the lowest compared entry with this formula, charge and spin, kJ/mol: 141.9
Energy, eV: -8293.526

Atoms and positions in Å:
C 1.29 -0.46 -0.77
C 0.61 0.30 0.36
C -0.26 1.48 -0.12
N -1.50 0.73 0.14
C -0.74 -0.32 0.85
C -0.95 -1.73 0.55
N -1.04 -2.88 0.37
H 0.72 -0.37 -1.70
H 2.30 -0.07 -0.95
H 1.39 -1.53 -0.54
H 1.31 0.51 1.18
H -0.07 1.79 -1.16
H -0.22 2.37 0.52
H -2.03 0.43 -0.67
H -0.90 -0.20 1.92

Here are the Mulliken charges for atoms 1 to 8, given in e: number 1, C, carries -1.49; number 2, C, carries 0.32; number 3, C, carries -0.72; number 4, N, carries -0.48; number 5, C, carries 0.18; number 6, C, carries 0.01; number 7, N, carries -0.45; number 8, H, carries 0.35



Repeat the sixth record exactly.
The following is a quantum chemistry calculation of C5H8N2 in the gas phase, from OMol25.

Calculated values
Total charge: 0
Lowest unoccupied orbital energy, eV: 1.0
Multiplicity: 1
Frontier orbital gap, Eh: 0.36669
HOMO level, hartree: -0.3283
ΔE to the lowest compared entry with this formula, charge and spin, kJ/mol: 49.2
Energy, eV: -8294.487

Atoms and positions in Å:
C -1.50 -1.77 -0.83
N -0.45 -0.85 -0.46
C 0.87 -0.89 -0.77
C 1.46 0.16 -0.10
C 0.40 0.80 0.58
C 0.39 2.14 1.27
N -0.74 0.16 0.37
H -1.19 -2.37 -1.69
H -2.39 -1.20 -1.08
H -1.72 -2.44 0.01
H 1.27 -1.63 -1.46
H 2.51 0.44 -0.12
H 0.03 2.90 0.57
H 1.38 2.46 1.63
H -0.32 2.11 2.09

Here are the Mulliken charges for atoms 1 to 8, given in e: number 1, C, carries -0.74; number 2, N, carries 0.69; number 3, C, carries -0.21; number 4, C, carries -0.78; number 5, C, carries 0.63; number 6, C, carries -1.03; number 7, N, carries -0.97; number 8, H, carries 0.29